1.
Here is a structure of composition C42H55BrMgN8OS2SeSi4Te from the Open Molecules 2025 dataset. Energies are from the ωB97M-V functional and the def2-TZVPD basis.

Output
Frontier orbital gap   0.240 hartree
Max |F|   0.015 Eh/bohr
Highest occupied orbital energy   -6.8 eV

```
116
C42H55BrMgN8OS2SeSi4Te | the Open Molecules 2025 dataset | the ωB97M-V functional and the def2-TZVPD basis
Te 0.64475 3.15810 -1.44316
Br 11.37165 -0.47481 6.88328
Se 0.58360 -3.19732 0.52778
S -4.34862 -0.03505 -0.21702
S -0.01635 -0.47684 -2.64911
Si 0.16262 5.36594 -0.37449
Si 1.81511 6.71126 -1.33298
Si 0.26094 5.38706 1.95156
Si -1.93963 6.16061 -1.07841
Mg 0.09168 1.32882 0.39068
O 0.06346 0.64336 2.22193
N 2.39156 -1.12419 -3.71137
N -2.21923 -3.59713 0.54659
N 2.00166 0.33364 0.41089
N -2.08625 1.04394 0.14538
N 1.16544 -2.82682 -2.86297
N 5.32502 -0.10972 3.90697
N 5.56151 -0.11333 5.11617
N -1.52245 -2.85672 2.46432
C 9.57177 -0.38579 6.30194
C -4.69784 -3.69806 1.08772
C -3.32256 5.74638 0.13130
C 1.52485 6.83726 -3.18163
C -5.13379 -2.94485 3.35430
C -2.90698 -2.99242 2.56058
C 1.96490 5.00889 2.62168
C 8.55831 -0.30178 7.23752
C -1.09881 -3.21932 1.22494
C 2.94036 0.26878 -0.50274
C -5.58247 -3.42748 2.12337
C 4.29258 0.06612 -0.17854
C 7.24459 -0.22380 6.79750
C 2.77444 2.49324 -4.53074
C -0.91627 4.13352 2.69980
C 1.61292 0.40258 4.01854
C 2.35004 0.24308 1.72848
C 2.93165 0.20822 4.43315
C 9.29483 -0.40196 4.94090
C 4.91829 1.43357 -4.45582
C 4.30465 0.22858 -4.16308
C 3.47588 5.89956 -1.04270
C 4.15320 2.57967 -4.63206
C -3.78490 -2.71548 3.59394
C -0.25150 7.12079 2.46154
C 4.65772 -0.03980 1.13273
C 2.14489 1.28774 -4.24024
C 1.23914 -1.49028 -3.09406
C -2.86428 1.97716 -0.51114
C 7.98061 -0.32472 4.51511
C -4.12369 1.56579 -0.78294
C 1.85737 8.45334 -0.62878
C -2.74813 -0.05943 0.34984
C 6.94814 -0.22950 5.44389
C 2.91681 0.15265 -4.03876
C 1.26992 0.42693 2.67256
C -1.89692 8.03212 -1.24449
C 3.96725 0.03412 3.54183
C 3.67752 0.06258 2.14800
C -3.35516 -3.47312 1.33520
C -2.35259 5.44114 -2.75670
C -0.67914 -2.32322 3.52052
H -6.64125 -3.58742 1.96868
H -3.43671 -2.32876 4.54305
H -5.85167 -2.74147 4.13758
H 2.52293 9.08817 -1.22178
H 2.21850 8.46124 0.40390
H 3.06204 -1.86686 -3.83496
H 1.97193 5.10927 3.71075
H -0.15049 7.28412 3.53856
H 6.42888 -0.15182 7.50608
H -0.91880 -2.82121 4.45918
H 10.10085 -0.47388 4.22381
H -2.43234 2.93056 -0.77649
H -0.68590 3.12025 2.35450
H 2.62187 0.39395 -1.53046
H 5.99696 1.47688 -4.53694
H 2.16240 3.37438 -4.67431
H -1.68303 5.86446 -3.51268
H 1.07088 1.24257 -4.15190
H 5.69104 -0.18205 1.41830
H 4.29377 6.50864 -1.43965
H 4.90536 -0.66622 -4.02899
H -0.83179 -1.24945 3.60992
H 7.74035 -0.33447 3.45964
H 0.71140 7.53322 -3.40860
H 2.42733 7.19555 -3.68562
H 0.82577 0.56243 4.74606
H -3.38326 5.66746 -3.04727
H 4.62961 3.52882 -4.83947
H 0.86311 8.90811 -0.63902
H 0.36367 7.86495 1.94741
H 0.47498 -3.09196 -2.17337
H -5.04363 -4.06196 0.12846
H 2.72604 5.67916 2.21360
H 3.50107 4.92028 -1.52839
H -1.29350 7.31140 2.18711
H -3.23935 4.73595 0.53797
H -3.30278 6.43863 0.97854
H 2.00938 -3.37824 -2.84091
H 3.65397 5.73909 0.02424
H -2.87076 8.42687 -1.55038
H -2.17527 -3.89853 -0.41154
H -4.30099 5.83586 -0.35092
H -1.62398 8.50491 -0.29595
H 3.17272 0.20632 5.48795
H 5.02622 0.02709 -0.97363
H -2.20621 4.35768 -2.78152
H -1.95738 4.34642 2.44506
H -1.15875 8.33674 -1.99178
H 2.25821 3.98439 2.37346
H 0.35808 -2.51251 3.25805
H -4.91051 2.10771 -1.28145
H 8.79029 -0.29573 8.29356
H -0.82765 4.13103 3.79012
H -2.32778 -0.91519 0.85496
H 1.25960 5.86324 -3.60512
```

Atom charges from the Mulliken analysis, given in e for atoms 1 to 5: Te -0.7487; Br -0.1914; Se -0.2494; S -0.1788; S -0.1996



2.
Here is a structure of composition C4H10N4 in a non-equilibrium geometry from the Open Molecules 2025 dataset. Energies are from the ωB97M-V functional and the def2-TZVPD basis.

Output
Frontier orbital gap   0.341 hartree
Max |F|   0.113 Eh/bohr
Highest occupied orbital energy   -8.9 eV

```
18
C4H10N4 | the Open Molecules 2025 dataset | the ωB97M-V functional and the def2-TZVPD basis
N -2.33645 -0.84081 -0.24563
N -3.57713 -0.29638 0.01399
N -0.02789 -0.56924 0.05000
N 2.27366 -0.08029 -0.21381
C -1.20895 -0.08915 -0.08052
C 2.59216 -1.39951 0.01297
C 0.81734 1.75082 -0.02175
C 1.08021 0.26478 -0.20041
H 1.87836 2.17974 -0.67468
H -3.32603 0.94087 -0.41013
H -3.71821 -0.21566 1.21405
H 4.05083 -1.63108 -0.12483
H 0.96566 2.12982 1.30819
H -2.34115 -1.76040 -0.76566
H 1.94376 -2.17700 -0.55596
H -1.39564 1.04783 -0.12394
H -0.11693 2.31170 -0.57898
H 2.44641 -1.56603 1.39709
```

Atom charges from the natural (NBO) analysis, given in e for atoms 1 to 5: N -0.4658; N -0.6010; N -0.5532; N -0.4819; C 0.3153



3.
Here is a structure of composition C5H5CoNOS9 in a non-equilibrium geometry from the Open Molecules 2025 dataset. Energies are from the ωB97M-V functional and the def2-TZVPD basis.

Output
Frontier orbital gap (spin up / spin down)   0.171 / 0.182 hartree
Max |F|   0.070 Eh/bohr
Highest occupied orbital energy (spin up / spin down)   -0.4 / -0.6 eV
Total charge   -2
Multiplicity   4

```
22
C5H5CoNOS9 | the Open Molecules 2025 dataset | the ωB97M-V functional and the def2-TZVPD basis
Co -1.74819 1.01021 0.23512
S -0.79841 -2.61769 -2.56368
S -1.71684 3.28653 1.16415
S 0.81203 -3.24223 -4.82696
S -3.51667 0.29298 1.74178
S -0.30447 1.55667 -1.26986
S -2.69918 1.03301 3.50059
S -2.20606 -0.94868 -0.46878
S -2.26645 3.02503 3.01647
S 0.87569 -0.43151 -3.41133
O 2.10933 -1.04524 2.46976
N 0.70470 0.80687 1.94373
C 2.10595 -0.38528 0.21898
C 1.66920 -0.20099 1.65222
C -0.25684 -0.07041 -2.08954
C 0.43736 -2.10866 -3.72437
C -1.02332 -1.06320 -1.76856
H 0.73529 0.73500 2.96351
H 1.16595 -0.85176 -0.14341
H 2.97973 -1.08346 0.08988
H 2.09125 0.53344 -0.32710
H 0.84996 1.76937 1.59739
```

Atom charges from the natural (NBO) analysis, given in e for atoms 1 to 5: Co 1.0309; S 0.4214; S -0.6196; S -0.1789; S -0.5982